1.
{
  "formula": "C17H45B4ClNO13P3",
  "method": "ωB97M-V/def2-TZVPD",
  "e_tot_ev": -89569.4872,
  "gap_ev": 8.703,
  "elements": ["Cl", "P", "P", "P", "O", "O", "O", "O", "O", "O", "O", "O", "O", "O", "O", "O", "O", "N", "C", "C", "C", "C", "C", "C", "C", "C", "C", "C", "C", "C", "C", "C", "C", "C", "C", "B", "B", "B", "B", "H", "H", "H", "H", "H", "H", "H", "H", "H", "H", "H", "H", "H", "H", "H", "H", "H", "H", "H", "H", "H", "H", "H", "H", "H", "H", "H", "H", "H", "H", "H", "H", "H", "H", "H", "H", "H", "H", "H", "H", "H", "H", "H", "H", "H"],
  "xyz": [[-7.87283, -2.41698, -0.14625], [6.94518, 2.09995, 0.63806], [-6.09182, -3.43801, -0.57701], [0.41978, -0.28749, 3.01932], [-2.57541, 0.03893, -4.39639], [-4.47033, -2.51343, -2.85583], [-5.89817, -0.64507, -3.63953], [-6.73613, -2.93339, -3.36491], [-4.87701, -2.71355, 0.29767], [-0.46706, -1.63414, 3.32797], [7.69378, 0.63360, 0.60313], [6.66043, 2.24485, 2.10583], [1.93603, -0.91494, 2.85186], [0.57816, 0.28650, 4.39803], [0.18748, -0.42578, 1.38878], [8.23358, 3.12557, 0.54611], [6.76435, 2.18709, -0.99699], [-10.99842, 1.24402, -2.27790], [-8.46246, -1.10118, -3.83000], [-3.59286, 1.93085, -1.76144], [7.04156, -0.48366, 1.20218], [-8.95404, -0.08165, -2.73608], [-10.12116, 0.74273, -3.36579], [3.43621, -1.05759, 4.74154], [-0.91216, -2.39420, 0.43306], [-1.68186, -1.54164, 4.06361], [7.71145, 0.53438, -2.51637], [-2.79600, 0.56994, -1.89368], [9.29825, 3.96518, 2.55031], [5.91318, -1.00930, 0.33429], [3.05247, -0.28877, 3.49231], [0.39936, -1.69466, 0.74502], [8.32465, 4.25169, 1.42359], [-2.80633, -0.94583, 3.23253], [7.85601, 1.90311, -1.88188], [-6.95886, -1.55670, -3.62012], [-3.29269, -0.17530, -3.20756], [-5.72718, -2.93514, -2.39852], [-4.65758, -1.18092, -3.25409], [8.68181, 5.09710, 0.83210], [-1.66458, -1.68820, 0.07957], [-4.49985, 1.73120, -1.17093], [8.02906, -0.24904, -1.82829], [6.67126, -0.22455, 2.19643], [0.92122, -1.47121, -0.18787], [-1.93183, -2.55895, 4.36908], [-3.70018, -0.82350, 3.84598], [-2.91907, -0.01650, -0.96758], [-3.05640, -1.58804, 2.38668], [1.04381, -2.34988, 1.32565], [4.17752, -0.50466, 5.32197], [-8.62927, -0.63138, -4.81471], [9.09628, 3.00531, 3.02438], [3.88331, -0.29703, 2.78307], [9.25322, 4.75028, 3.30789], [7.81315, 2.66501, -2.66254], [-1.72461, 0.83396, -1.94806], [-10.63919, 2.15497, -1.99891], [-3.92620, 2.25185, -2.76215], [-11.90671, 1.43042, -2.69841], [-10.70691, 0.00237, -3.93344], [6.67449, 0.33159, -2.78688], [7.34321, 4.52282, 1.81158], [-9.13390, -1.97158, -3.77010], [-8.15478, 0.56717, -2.35396], [5.38023, -1.81059, 0.84898], [7.79967, -1.25697, 1.33638], [3.86505, -2.02541, 4.47256], [-0.76408, -3.17181, -0.31860], [8.82250, 1.99714, -1.39214], [6.29982, -1.40555, -0.60518], [2.57179, -1.25964, 5.37309], [-9.74163, 1.54620, -4.01971], [-2.97531, 2.70789, -1.30202], [10.31894, 3.91997, 2.16510], [-1.31384, -2.87985, 1.32140], [-2.52215, 0.02698, 2.82120], [-1.69835, -0.36667, -4.36355], [-9.43469, -0.66254, -1.93900], [2.83662, 0.75431, 3.72078], [8.33965, 0.45703, -3.40549], [-1.54442, -0.95873, 4.97675], [-4.94032, -1.75520, 0.14942], [5.20407, -0.21514, 0.08457]],
  "forces_ev_per_angstrom": [[0.745, 0.063, -0.287], [7.553, -0.625, 0.090], [0.278, -1.193, 0.871], [3.120, -6.839, 0.934], [-0.303, -0.878, 0.319], [-1.317, 0.608, 0.949], [-0.006, -1.737, 0.859], [0.535, 1.112, 1.397], [-1.135, 0.531, -0.618], [-0.078, 0.628, -0.084], [-0.716, 0.357, -0.195], [-3.497, 0.212, -1.651], [-0.201, 0.680, -0.384], [-1.768, 2.805, -1.965], [-0.870, 3.029, 1.164], [-0.671, 0.175, -0.257], [-2.986, 0.296, 1.842], [0.147, 0.421, -0.846], [0.272, 0.337, 0.328], [-0.232, -1.089, -0.388], [-0.096, -0.328, 0.216], [-0.785, -0.187, -1.169], [0.283, -0.701, 1.117], [0.140, -0.161, 0.023], [-0.169, -0.007, 0.326], [-0.315, 0.000, 0.245], [-0.015, -0.311, 0.268], [0.270, 0.364, 0.260], [0.213, 0.013, 0.001], [0.076, -0.028, -0.114], [0.115, -0.182, 0.385], [-0.211, -0.689, -0.518], [0.242, -0.064, 0.339], [0.019, -0.121, -0.144], [0.466, -0.331, -0.693], [-1.484, -0.092, -0.923], [0.746, 0.519, -0.031], [0.148, -0.114, -1.662], [0.726, 0.951, -0.689], [-0.003, -0.105, -0.127], [0.099, -0.005, -0.156], [0.273, 0.392, -0.111], [-0.024, 0.052, 0.026], [0.034, 0.155, -0.032], [0.014, 0.257, 0.114], [0.051, -0.001, -0.084], [0.018, 0.049, -0.012], [-0.038, 0.174, -0.261], [0.007, -0.035, 0.038], [0.003, 0.220, 0.155], [-0.011, -0.016, -0.020], [0.294, -0.152, 0.193], [-0.215, 0.060, 0.009], [-0.109, -0.051, -0.105], [0.008, -0.016, -0.021], [-0.177, 0.119, 0.182], [-0.273, -0.259, -0.134], [-0.169, -0.140, 0.201], [0.170, 0.209, 0.392], [0.042, 0.068, 0.268], [0.134, 0.486, -0.079], [0.029, 0.123, -0.130], [0.008, -0.115, 0.040], [0.301, 0.198, -0.173], [-0.202, -0.203, 0.011], [-0.033, 0.048, 0.011], [0.076, 0.109, -0.071], [0.021, 0.030, -0.014], [0.077, 0.104, -0.073], [-0.164, 0.057, 0.221], [-0.018, 0.014, 0.004], [-0.056, 0.213, -0.024], [-0.127, -0.381, -0.007], [-0.272, -0.153, -0.055], [-0.019, 0.037, -0.005], [0.022, 0.043, -0.005], [-0.026, 0.058, 0.136], [0.064, 0.627, 0.005], [0.477, 0.354, 0.082], [-0.076, -0.057, 0.060], [-0.049, 0.119, -0.026], [0.194, 0.044, -0.057], [0.473, -0.110, 0.217], [-0.067, -0.040, 0.096]],
  "lowdin_charge": [0.248, 0.636, 0.653, 0.639, 0.106, 0.241, 0.277, 0.226, -0.366, -0.228, -0.220, -0.217, -0.239, -0.212, -0.235, -0.237, -0.232, -0.022, -0.067, -0.084, -0.286, -0.205, -0.290, -0.072, -0.065, -0.280, -0.075, -0.153, -0.077, -0.079, -0.282, -0.261, -0.289, -0.072, -0.268, -0.520, -0.281, -0.695, -0.370, 0.115, 0.058, 0.073, 0.062, 0.100, 0.121, 0.121, 0.081, 0.075, 0.055, 0.111, 0.078, 0.110, 0.074, 0.102, 0.077, 0.122, 0.100, 0.062, 0.077, 0.058, 0.110, 0.081, 0.102, 0.115, 0.109, 0.077, 0.120, 0.073, 0.083, 0.113, 0.067, 0.074, 0.112, 0.072, 0.074, 0.067, 0.075, 0.108, 0.077, 0.106, 0.079, 0.107, 0.045, 0.074]
}

***

2.
{
  "formula": "C10H24O4S3SbW",
  "method": "ωB97M-V/def2-TZVPD",
  "de_lowest_kcal_mol": 0.0,
  "e_tot_ev": -59802.2699,
  "gap_ev": [6.616, 6.716],
  "multiplicity": 4,
  "total_charge": 2,
  "elements": ["W", "Sb", "S", "S", "S", "O", "O", "O", "O", "C", "C", "C", "C", "C", "C", "C", "C", "C", "C", "H", "H", "H", "H", "H", "H", "H", "H", "H", "H", "H", "H", "H", "H", "H", "H", "H", "H", "H", "H", "H", "H", "H", "H"],
  "xyz": [[-0.11410, 0.23277, -0.78973], [-0.75190, 1.62964, -3.85296], [-1.08083, 3.89036, -3.25016], [1.21443, 1.21421, -2.31699], [-2.05723, 0.97307, -1.91020], [-0.69029, 1.33043, 0.98066], [1.75988, -0.37786, 0.41170], [-0.63185, -1.52716, 0.47940], [-0.08109, -1.54343, -2.01692], [-1.16708, -2.42199, -1.62997], [1.00869, 3.12408, 0.59009], [0.21961, -1.66223, 1.65437], [1.65363, -1.56333, 1.21469], [3.14034, -0.07052, 0.09020], [1.10802, -2.22737, -2.50411], [-0.95808, -2.78278, -0.18044], [-0.11761, 2.62102, 1.43352], [-3.15015, 1.73965, 1.25540], [-1.91248, 1.03757, 1.75956], [-0.93562, 3.33744, 1.43317], [-3.94000, 1.57773, 1.99058], [1.35345, 4.03730, 1.08124], [-1.85535, -3.20329, 0.27171], [1.85322, 2.44001, 0.55368], [1.76990, -1.45956, -2.88997], [-3.49503, 1.34670, 0.30253], [3.70185, 0.01876, 1.01848], [2.30914, -1.48212, 2.08386], [1.58738, -2.77897, -1.69568], [3.15268, 0.86976, -0.44895], [-1.67291, 1.33563, 2.78142], [-0.12250, -3.47048, -0.04620], [-0.04825, -0.84423, 2.31739], [0.20465, 2.44461, 2.46002], [-3.00971, 2.81478, 1.16197], [0.69766, 3.39472, -0.41631], [3.55883, -0.86204, -0.53215], [0.00780, -2.60911, 2.14846], [1.96828, -2.42939, 0.62431], [-2.07988, -1.84753, -1.77792], [0.80372, -2.90460, -3.29876], [-1.17690, -3.29882, -2.27521], [-2.02431, -0.04346, 1.73419]],
  "forces_ev_per_angstrom": [[-0.397, -0.074, 0.266], [0.020, -0.023, 0.002], [-0.015, 0.035, 0.013], [0.008, 0.172, -0.062], [0.094, -0.087, 0.070], [0.344, 0.208, -0.299], [-0.006, -0.022, -0.013], [-0.021, 0.003, -0.025], [0.112, -0.086, 0.022], [0.005, 0.001, -0.019], [0.069, 0.183, 0.007], [-0.023, -0.038, -0.021], [-0.004, 0.014, 0.012], [0.004, -0.029, -0.014], [-0.029, 0.002, 0.003], [0.028, 0.020, -0.013], [-0.065, -0.087, 0.202], [-0.009, -0.028, 0.049], [-0.093, -0.025, -0.063], [-0.053, -0.028, 0.017], [-0.004, 0.007, 0.000], [0.062, -0.012, -0.076], [-0.005, 0.002, 0.000], [0.039, -0.060, -0.001], [0.009, -0.004, 0.000], [0.017, 0.007, 0.023], [0.005, 0.010, -0.002], [-0.006, 0.005, 0.004], [0.003, -0.009, -0.004], [0.003, 0.000, -0.005], [0.001, -0.038, -0.027], [0.003, -0.010, -0.003], [0.013, 0.017, 0.014], [-0.017, -0.004, 0.008], [0.003, 0.015, 0.004], [-0.026, -0.024, -0.048], [0.005, -0.003, 0.010], [-0.018, 0.005, -0.001], [0.011, -0.005, 0.003], [-0.008, -0.006, -0.006], [0.012, -0.001, -0.006], [0.004, -0.007, 0.006], [-0.071, 0.004, -0.025]],
  "lowdin_charge": [1.080, 0.537, 0.076, 0.113, 0.046, -0.382, -0.357, -0.297, -0.436, -0.133, -0.073, -0.100, -0.141, -0.042, -0.007, -0.090, -0.181, -0.060, -0.210, 0.129, 0.105, 0.113, 0.159, 0.058, 0.070, 0.026, 0.115, 0.157, 0.099, 0.049, 0.137, 0.141, 0.131, 0.139, 0.089, 0.048, 0.110, 0.159, 0.136, 0.104, 0.118, 0.156, 0.109]
}